C13H21ClN2O5S5Ti | wB97M-V/def2-TZVPD

Each line ends with the Mulliken spin population.
Atoms and positions in Å:
C1 1.21 2.60 -1.11  0.022
H1 -0.32 -6.21 1.11  0.000
H2 1.04 1.72 3.39  0.000
H3 -2.77 2.04 1.47  -0.001
S1 -1.62 -1.21 -0.56  -0.048
C2 -0.83 1.87 2.37  0.047
H4 -2.31 3.36 2.60  0.003
H5 -1.48 0.94 -2.25  -0.002
O1 -0.39 1.27 1.38  -0.019
O2 3.51 -1.99 1.22  0.001
H6 0.62 -6.36 -0.37  0.000
H7 -1.39 2.56 -3.92  0.000
C3 -0.77 2.85 -3.07  0.001
H8 2.16 2.29 -0.67  -0.004
N1 0.62 2.93 -3.49  0.000
C4 1.42 3.45 -2.39  0.000
H9 0.64 3.14 -0.35  0.005
H10 -1.09 3.84 -2.75  0.000
H11 -2.74 1.79 3.24  0.002
C5 -2.26 2.29 2.39  0.005
C6 1.12 0.68 -2.60  0.000
C7 0.38 -5.69 0.46  0.000
H12 2.08 1.66 -4.29  0.000
C8 -0.92 -3.33 1.07  -0.009
H13 0.18 3.28 3.55  0.003
C9 -1.55 -2.63 3.53  -0.001
O3 1.29 -1.21 1.86  -0.005
H14 -1.46 2.24 -1.06  0.000
H15 0.62 -0.27 -2.77  0.001
O4 2.65 0.22 0.64  0.000
H16 1.30 -5.47 1.00  0.000
S2 -0.34 -4.24 -0.30  -0.004
S3 -2.09 -1.40 2.44  0.004
H17 0.41 1.20 -4.61  0.000
C10 -0.93 1.82 -1.92  0.021
N2 0.42 1.38 -1.46  -0.048
C11 0.07 2.20 3.50  0.005
Cl1 2.40 -1.22 0.86  0.005
S4 -0.86 -3.99 2.68  -0.001
S5 -1.78 -2.60 5.13  -0.003
C12 1.08 1.59 -3.85  0.005
Ti1 0.29 -0.05 0.16  1.002
H18 2.47 3.43 -2.69  0.000
H19 2.13 0.48 -2.27  0.003
C13 -1.46 -2.09 0.96  0.008
H20 -0.41 1.89 4.43  0.001
H21 1.15 4.49 -2.21  0.000
O5 1.72 -1.65 -0.40  0.003

Values from the calculation:
**Total charge**: +1
**Calculated total energy**: -116841.3633 eV
**HOMO level (alpha / beta)**: -10.41 / -10.40 eV
**Maximum force**: 0.02942 Eh/bohr
**HOMO-LUMO gap (alpha / beta)**: 6.512 / 6.561 eV
**2S+1**: 2



C3H5NOS | wB97M-V/def2-TZVPD

Each line ends with the Löwdin charge.
Atoms and positions in Å:
N1 -2.09 -0.86 0.19  -0.429
C1 1.40 0.75 0.46  -0.095
H1 2.35 1.26 0.37  0.090
H2 -1.71 -1.61 -0.37  0.052
C2 0.57 0.81 -0.75  -0.145
C3 1.07 -0.44 -0.42  -0.453
H3 -2.08 -1.14 1.09  -0.014
H4 0.29 1.37 -1.52  0.025
O1 1.03 -1.64 -0.37  0.084
S1 -1.89 0.67 -0.24  0.757
H5 1.06 0.83 1.55  0.127

Values from the calculation:
**Calculated total energy**: -17560.2549 eV
**HOMO level (alpha / beta)**: -8.47 / -8.47 eV
**Maximum force**: 0.08234 Eh/bohr
**HOMO-LUMO gap (alpha / beta)**: 7.260 / 7.343 eV



C20H33N2O6 | wB97M-V/def2-TZVPD

Each line ends with the Löwdin charge.
Atoms and positions in Å:
H1 4.11 2.47 -0.48  0.146
C1 -2.81 1.63 1.70  -0.223
H2 5.09 0.51 -3.45  0.185
H3 -1.95 -5.22 -1.20  0.088
C2 -0.02 -3.18 0.42  -0.217
H4 3.56 1.38 -2.66  0.176
H5 4.06 -1.58 1.17  0.187
C3 4.60 0.58 -2.35  -0.236
H6 -0.65 -0.78 0.71  0.162
N1 -2.93 1.69 0.41  -0.100
C4 -0.88 -1.97 0.33  0.077
H7 -2.31 2.73 -1.35  -0.007
H8 -4.85 2.37 -0.14  0.099
H9 -2.88 3.47 0.08  0.064
O1 -3.75 1.40 -2.25  -0.137
C5 1.51 -1.78 2.14  -0.127
H10 5.86 2.49 0.07  0.157
H11 2.72 -0.15 2.65  0.236
H12 -0.26 2.06 -0.32  0.181
H13 -1.20 2.13 3.23  0.102
H14 5.64 0.27 0.78  0.190
H15 3.43 -1.08 -2.11  0.123
O2 -0.88 2.99 1.71  -0.134
H16 -4.84 0.78 0.96  0.173
H17 -2.47 0.79 0.18  0.136
C6 5.11 1.88 -0.50  -0.273
H18 -3.40 2.36 2.17  0.128
H19 2.70 -1.97 -0.02  0.134
O3 5.49 1.45 -1.71  -0.126
C7 4.03 -0.45 -1.51  -0.264
H20 0.13 -4.90 0.30  0.002
H21 -0.73 0.93 1.91  0.094
O4 1.13 -3.00 1.30  -0.113
H22 -5.39 0.67 -1.73  0.102
C8 -0.38 -4.29 0.05  0.035
H23 5.11 -1.07 -1.50  0.187
H24 1.91 0.46 0.03  0.170
N2 3.61 -0.24 -0.23  -0.172
C9 3.12 -1.25 0.61  -0.201
C10 -4.45 1.45 0.09  0.079
O5 1.32 0.18 0.91  -0.124
C11 -0.83 3.08 0.16  -0.007
H25 4.25 1.01 1.30  0.080
H26 2.05 -2.36 3.12  0.183
H27 -3.22 -3.55 -1.71  0.121
C12 -1.61 -4.33 -0.81  0.038
H28 -3.11 0.77 2.30  0.151
O6 -2.60 -0.73 -0.71  -0.175
C13 -2.33 2.96 -0.50  0.132
C14 -4.47 0.56 -1.33  -0.298
C15 -2.38 -3.23 -1.12  -0.048
C16 -3.93 -0.86 -1.44  -0.080
C17 -2.05 -2.15 -0.34  -0.179
H29 -0.40 4.04 -0.17  0.123
C18 -1.27 1.83 2.27  -0.144
H30 -3.86 -1.44 -2.26  0.074
C19 4.56 0.80 0.33  -0.154
H31 -4.67 -1.47 -0.56  0.209
H32 -3.89 0.97 -3.33  0.261
H33 0.28 -1.41 2.86  0.223
C20 2.28 -0.71 1.53  -0.469

Values from the calculation:
**Total charge**: +1
**Calculated total energy**: -36513.3874 eV
**HOMO level**: -10.89 eV
**Maximum force**: 0.35812 Eh/bohr
**HOMO-LUMO gap**: 8.474 eV



C14H17ClCrNO4Sb | wB97M-V/def2-TZVPD

Each line ends with the Mulliken spin population.
Atoms and positions in Å:
C1 -2.92 -2.92 -1.17  0.031
H1 2.61 1.03 2.52  0.000
O1 -0.12 4.78 -2.10  0.003
N1 1.18 -0.48 -1.27  -0.110
H2 4.47 -1.14 -1.28  0.000
H3 2.84 0.73 -1.36  -0.009
C2 1.53 -2.83 -1.17  -0.008
C3 2.90 -2.63 -1.19  0.016
Cl1 0.00 3.39 -1.92  -0.018
H4 -3.36 0.43 -1.42  0.008
H5 -2.22 1.93 2.51  0.001
H6 -4.65 -1.66 -1.31  -0.002
H7 1.69 2.53 2.78  0.000
C4 -1.53 -2.96 -1.15  -0.015
C5 3.40 -1.34 -1.26  -0.001
H8 -0.88 3.10 2.39  -0.001
C6 -1.43 -0.53 -1.31  -0.123
H9 3.57 -3.48 -1.15  0.001
C7 0.67 -1.73 -1.22  0.020
C8 -0.14 0.31 4.05  0.030
C9 -2.83 -0.51 -1.34  -0.008
O2 0.59 2.69 -3.05  0.018
H10 -1.68 2.50 0.92  -0.002
C10 -1.35 2.23 1.93  0.000
H11 2.19 2.08 1.14  0.001
H12 -1.03 -3.92 -1.06  -0.002
O3 0.81 3.03 -0.74  0.011
H13 -0.07 1.28 4.53  0.000
Sb1 0.02 0.57 1.92  -0.001
H14 0.66 -0.33 4.41  0.000
C11 -0.81 -1.78 -1.22  -0.178
C12 2.51 -0.30 -1.30  0.042
Cr1 -0.13 1.02 -1.35  4.312
H15 -1.10 -0.15 4.30  -0.001
O4 -1.32 2.74 -1.67  -0.008
C13 -3.56 -1.69 -1.28  -0.014
C14 1.85 1.69 2.10  0.002
H16 1.12 -3.82 -1.11  0.001
H17 -3.49 -3.84 -1.12  0.003

Values from the calculation:
**Calculated total energy**: -71947.2445 eV
**HOMO level (alpha / beta)**: -7.94 / -8.36 eV
**Maximum force**: 0.01741 Eh/bohr
**HOMO-LUMO gap (alpha / beta)**: 7.750 / 7.984 eV
**2S+1**: 5